Formula: C6H11N
Source: OMol25
Level of theory: ωB97M-V with the def2-TZVPD basis set

The geometry in XYZ format:
```
18
Properties=species:S:1:pos:R:3:forces:R:3:nbo_charge:R:1
C -2.257 1.144 -0.366 0.11 1.08 0.37 -0.46
N -2.391 -0.223 -0.680 0.30 -0.16 -0.28 -0.41
C -1.757 -1.095 0.224 -0.34 -0.06 0.49 -0.35
C -0.524 -0.583 0.795 -0.21 -0.78 0.46 -0.05
C 0.577 -0.254 -0.009 0.41 -1.11 -0.86 -0.29
C 1.843 -0.138 0.419 0.05 1.75 0.42 -0.08
C 2.999 0.127 -0.481 0.19 0.02 -0.15 -0.65
H -1.330 1.648 -0.660 0.29 -0.09 -0.45 0.18
H -2.225 1.395 0.728 -0.17 -0.50 0.06 0.16
H -3.034 1.746 -0.841 -0.20 -0.23 -0.06 0.20
H -2.452 -1.435 1.019 -0.06 0.13 -0.08 0.21
H -1.480 -2.041 -0.273 -0.13 0.00 -0.21 0.26
H -0.416 -0.642 1.873 0.22 0.32 0.00 0.20
H 0.506 -0.454 -1.078 -0.56 0.40 -0.07 0.21
H 1.997 0.115 1.464 0.12 -0.45 0.19 0.19
H 3.798 -0.609 -0.391 0.02 -0.07 0.08 0.23
H 2.714 0.202 -1.531 -0.13 -0.19 0.04 0.22
H 3.431 1.096 -0.213 0.07 -0.06 0.06 0.23
```
Positions in Å, forces in eV/Å.

Values from the calculation:
2S+1: 1
Kohn-Sham gap: 5.41 eV
total energy: -7885.3430 eV